ORCA calculation (the ωB97M-V functional and the def2-TZVPD basis) on C18H34IrN5O9P2 as an isolated structure.

Results
**ΔE to the lowest compared entry with this formula, charge and spin**: 0.00 kcal per mole
**Total energy**: -66517.0905 eV
**Total charge**: 0
**HOMO level**: -7.69 eV

```
69
C18H34IrN5O9P2 (the ωB97M-V functional and the def2-TZVPD basis)
Ir 0.065 0.849 -0.191
O 1.832 -4.147 -2.870
C 1.616 -2.920 -2.359
C 0.950 -1.920 -3.076
C 0.729 -0.726 -2.435
N 1.116 -0.544 -1.181
C 1.874 -1.421 -0.535
C 2.146 -2.645 -1.092
C 2.461 -0.818 0.735
O 3.332 -1.431 1.336
O 1.991 0.345 1.001
C 0.199 0.574 -2.994
O -0.088 0.691 -4.165
O 0.281 1.543 -2.118
H 1.419 -4.222 -3.738
H 0.626 -2.046 -4.101
H 2.778 -3.353 -0.576
C 1.997 2.512 3.409
N 1.099 3.223 2.483
C 1.779 3.627 1.236
P -0.476 2.793 2.317
O -0.962 2.357 0.973
O -0.789 1.645 3.409
P -0.746 0.046 3.136
O -0.485 -0.332 1.730
N 0.404 -0.459 4.186
C 1.150 -1.691 3.929
C 0.309 -0.114 5.597
N -2.293 -0.349 3.561
C -2.749 -1.675 3.139
C -2.902 0.111 4.801
N -1.371 4.073 2.817
C -0.979 4.788 4.028
C -2.821 3.940 2.659
H 2.836 3.175 3.624
H 2.369 1.584 2.972
H 1.482 2.299 4.342
H 2.644 4.232 1.510
H 1.114 4.228 0.620
H 2.122 2.764 0.663
H 1.130 -1.929 2.874
H 0.733 -2.528 4.499
H 2.193 -1.549 4.211
H -0.095 0.889 5.725
H 1.313 -0.132 6.026
H -0.311 -0.820 6.158
H -2.282 -1.937 2.192
H -3.829 -1.649 2.996
H -2.513 -2.444 3.883
H -2.488 1.074 5.094
H -2.758 -0.601 5.621
H -3.975 0.235 4.644
H 0.101 4.901 4.053
H -1.310 4.268 4.935
H -1.437 5.777 4.012
H -3.041 3.412 1.734
H -3.265 4.934 2.611
H -3.270 3.393 3.495
C -3.345 0.452 -2.566
C -2.756 1.140 -1.340
C -2.465 2.610 -1.638
O -1.686 0.329 -0.867
H -4.279 0.938 -2.858
H -3.549 -0.596 -2.344
H -2.646 0.503 -3.402
H -3.524 1.121 -0.549
H -1.664 2.708 -2.368
H -2.183 3.149 -0.736
H -3.367 3.066 -2.051
```